20
Properties=species:S:1:pos:R:3 method="wB97M-V/def2-TZVPD" largest_force_ev_per_a=6.05 e_lumo_ev="-7.5 / -7.5" e_tot_ha=-377.83605 total_charge=+2
C 1.404 0.452 -0.088
C 0.771 -0.008 0.986
C -0.594 -0.535 0.739
C -1.008 -0.382 -0.702
N 0.717 0.563 -1.254
N -2.028 0.609 -0.969
N 1.388 -0.088 2.361
N 1.264 0.326 -2.398
H 2.428 0.484 -0.018
H -0.787 -1.688 0.971
H -1.485 -0.024 1.313
H -1.159 -1.410 -1.120
H -2.090 1.464 -0.581
H -2.988 0.238 -0.641
H 0.587 -0.671 2.876
H 1.555 0.854 2.759
H 2.297 -0.547 2.426
H 0.924 0.615 -3.323
H -2.212 0.732 -1.930
H 2.078 -0.427 -2.544

---

36
Properties=species:S:1:pos:R:3 method="wB97M-V/def2-TZVPD" spin_multiplicity=8 largest_force_ev_per_a=10.11 e_lumo_ev="-9.5 / -9.9" e_tot_ha=-3835.56647 total_charge=+2
C 4.978 0.092 -0.178
C 3.794 -0.440 0.811
Cl 3.280 0.920 2.021
C 2.512 -1.155 0.098
Cl 2.879 -1.890 -1.596
C 1.116 -0.264 0.123
C 0.925 1.076 -0.490
P 2.318 1.939 -1.463
O 1.876 3.624 -1.813
Cl 2.591 1.088 -3.413
C -0.528 1.837 -0.331
O -0.705 3.171 -0.271
C -1.908 0.923 -0.192
C -3.298 1.621 -0.710
C -3.928 2.440 0.600
O -4.529 3.647 0.471
I -3.875 1.607 2.660
C -1.753 -0.437 0.386
C -3.056 -1.441 0.527
O -3.863 -1.621 -0.544
N -3.400 -2.239 1.792
C -4.437 -3.298 1.373
O -4.130 -4.413 0.684
F -5.886 -3.111 1.718
C -0.228 -0.902 0.888
O -0.080 -1.791 1.901
H 5.936 -0.591 -0.051
H 4.678 0.270 -1.293
H 5.307 1.161 0.240
H 4.299 -1.264 1.514
H 2.259 -2.111 0.769
H 1.477 3.555 -2.748
H -4.065 0.893 -1.213
H -3.016 2.438 -1.515
H -2.554 -2.763 2.106
Eu 5.014 -2.569 -2.861

---

146
Properties=species:S:1:pos:R:3 method="wB97M-V/def2-TZVPD" largest_force_ev_per_a=5.22 e_lumo_ev=-1.0 e_tot_ha=-7722.91305
C -2.438 -8.987 -4.150
C -1.794 -9.740 -5.340
C -2.585 -9.547 -6.649
F -3.700 -10.282 -6.729
F -3.067 -8.272 -6.809
F -0.537 -9.384 -5.471
F -1.656 -10.988 -5.057
O -3.774 -9.470 -3.964
C -4.680 -8.456 -3.534
C -6.058 -9.185 -3.224
F -6.017 -10.309 -2.483
F -6.973 -8.349 -2.666
F -4.242 -8.004 -2.393
F -4.662 -7.519 -4.457
H -2.362 -7.915 -4.329
H -1.772 -9.124 -3.298
H -2.016 -9.725 -7.562
H -6.459 -9.503 -4.186
C 9.186 1.718 2.043
C 8.593 3.076 1.618
C 7.080 3.189 1.940
F 6.417 2.293 1.193
F 6.791 2.992 3.232
F 9.361 3.996 2.190
F 8.852 3.313 0.323
O 10.602 1.758 2.200
C 11.385 0.907 1.376
C 11.141 -0.651 1.669
F 11.971 -1.571 1.104
F 11.020 -0.997 2.957
F 11.031 1.174 0.124
F 12.592 1.255 1.535
H 8.837 0.946 1.357
H 8.816 1.444 3.031
H 6.766 4.116 1.460
H 10.243 -0.940 1.124
C 2.878 12.274 7.954
C 1.960 11.183 7.400
C 2.623 9.825 7.572
F 3.767 9.717 7.013
F 2.741 9.546 8.829
F 0.746 10.946 7.939
F 1.745 11.303 6.106
O 2.213 13.525 7.967
C 2.233 14.271 9.170
C 1.196 13.681 10.261
F 1.379 12.393 10.375
F 1.313 14.129 11.493
F 3.480 14.380 9.566
F 1.722 15.407 8.841
H 3.844 12.315 7.451
H 3.194 11.991 8.959
H 1.950 9.009 7.306
H 0.179 13.944 9.970
C -1.872 -2.942 -9.338
C -2.304 -2.433 -10.733
C -1.748 -1.069 -10.968
F -2.130 -0.114 -10.073
F -0.485 -1.092 -11.118
F -1.824 -3.295 -11.605
F -3.678 -2.328 -11.027
O -0.448 -2.666 -8.915
C 0.354 -3.780 -8.443
C 0.813 -4.548 -9.658
F -0.096 -5.302 -10.176
F 1.452 -3.805 -10.526
F 1.303 -3.132 -7.792
F -0.209 -4.488 -7.429
H -2.070 -4.012 -9.272
H -2.489 -2.505 -8.552
H -2.184 -0.646 -11.873
H 1.492 -5.333 -9.322
C -1.133 -5.366 2.329
S 0.351 -6.401 2.451
O 0.715 -6.585 0.997
C 1.513 -5.008 2.900
H -1.256 -4.775 3.236
H -1.963 -6.059 2.185
H -0.982 -4.563 1.607
H 1.329 -4.238 2.151
H 2.566 -5.282 2.854
H 1.179 -4.611 3.859
C 4.822 -1.315 -2.464
S 6.198 -2.591 -2.261
O 7.416 -1.997 -1.489
C 5.303 -3.626 -1.049
H 5.263 -0.341 -2.679
H 4.152 -1.148 -1.621
H 4.210 -1.686 -3.287
H 4.455 -4.147 -1.493
H 4.881 -3.042 -0.231
H 5.894 -4.447 -0.641
C -9.041 -3.730 0.958
S -7.953 -2.313 0.528
O -8.620 -1.088 1.142
C -6.511 -2.713 1.623
H -8.249 -4.457 1.142
H -9.768 -4.114 0.243
H -9.473 -3.533 1.939
H -5.752 -1.944 1.479
H -6.141 -3.669 1.252
H -6.722 -2.839 2.685
C 5.757 -3.234 7.589
S 6.519 -2.062 6.406
O 6.634 -2.777 5.057
C 5.128 -0.898 6.342
H 4.862 -3.724 7.205
H 5.606 -2.878 8.608
H 6.492 -4.031 7.708
H 4.356 -1.453 5.809
H 5.349 -0.031 5.719
H 4.678 -0.661 7.306
C -11.206 5.652 -3.613
S -9.563 5.606 -2.847
O -9.090 6.979 -2.315
C -10.141 4.829 -1.236
H -11.768 4.719 -3.596
H -11.039 6.074 -4.604
H -11.852 6.459 -3.267
H -9.787 3.798 -1.260
H -11.212 4.650 -1.150
H -9.820 5.382 -0.352
C -0.302 3.550 3.181
C -1.366 4.467 3.017
C -2.387 4.234 2.077
C -2.290 3.150 1.263
C -1.302 2.185 1.409
C -0.265 2.475 2.305
C -1.257 0.906 0.604
O -0.325 0.171 0.730
C -2.382 0.685 -0.313
C -2.338 -0.499 -1.000
C -3.299 -0.750 -2.010
C -4.194 0.284 -2.360
C -4.217 1.506 -1.682
C -3.449 1.640 -0.542
C -3.518 2.905 0.344
O -4.442 3.626 0.300
H 0.489 3.624 3.913
H -1.417 5.320 3.677
H -3.253 4.879 2.095
H 0.496 1.734 2.501
H -1.516 -1.200 -0.987
H -3.274 -1.629 -2.636
H -4.802 0.098 -3.234
H -4.904 2.261 -2.037

---

176
Properties=species:S:1:pos:R:3 method="wB97M-V/def2-TZVPD" largest_force_ev_per_a=4.51 e_lumo_ev=-4.3 e_tot_ha=-5974.47203 total_charge=+2
C -2.316 1.263 -3.151
C -2.175 -0.175 -2.658
O -1.145 -0.626 -2.144
N -3.374 -1.092 -3.006
H -4.178 -0.612 -2.627
H -3.464 -1.070 -4.012
C -3.240 -2.555 -2.558
H -1.987 1.212 -4.189
H -1.600 1.890 -2.619
H -3.346 1.586 -3.300
H -4.106 -3.109 -2.922
H -3.129 -2.689 -1.482
H -2.405 -3.042 -3.061
C -5.173 -8.702 -5.119
N -6.235 -9.368 -4.311
C -7.326 -9.892 -5.178
C -5.584 -10.472 -3.485
C -6.808 -8.402 -3.200
C -7.664 -7.329 -3.838
O -7.094 -6.590 -4.940
H -5.674 -8.170 -5.927
H -4.281 -9.282 -5.356
H -4.635 -8.049 -4.432
H -7.943 -10.539 -4.555
H -7.052 -10.479 -6.055
H -7.910 -9.104 -5.652
H -6.381 -10.893 -2.872
H -4.758 -10.134 -2.860
H -5.330 -11.258 -4.197
H -5.988 -7.994 -2.610
H -7.336 -8.971 -2.435
H -7.709 -6.578 -3.050
H -8.698 -7.641 -3.988
H -7.703 -5.867 -5.107
C 4.268 -6.270 -0.699
N 4.414 -4.816 -1.297
C 3.988 -4.954 -2.827
C 3.445 -3.887 -0.563
C 5.880 -4.413 -1.202
C 6.273 -3.094 -1.871
O 6.333 -3.268 -3.225
H 3.281 -6.537 -1.077
H 4.270 -6.218 0.389
H 4.877 -7.017 -1.209
H 3.017 -5.449 -2.802
H 4.784 -5.604 -3.191
H 3.915 -4.008 -3.363
H 2.413 -4.090 -0.849
H 3.633 -2.885 -0.949
H 3.606 -3.806 0.512
H 6.497 -5.287 -1.409
H 5.993 -4.355 -0.120
H 7.328 -2.964 -1.627
H 5.680 -2.232 -1.567
H 7.019 -2.691 -3.570
C -5.322 5.299 1.230
N -6.571 6.215 1.193
C -6.210 7.575 0.477
C -7.749 5.576 0.501
C -7.065 6.611 2.659
C -7.167 5.385 3.594
O -5.913 4.827 3.903
H -4.907 5.303 0.223
H -5.669 4.308 1.525
H -4.595 5.901 1.775
H -7.031 8.269 0.657
H -6.050 7.281 -0.560
H -5.285 7.920 0.940
H -7.381 5.196 -0.452
H -8.606 6.247 0.441
H -7.979 4.673 1.067
H -8.058 7.015 2.462
H -6.385 7.394 2.995
H -7.702 4.554 3.136
H -7.729 5.571 4.510
H -5.458 5.339 4.576
C 5.256 3.486 -1.189
C 6.524 4.294 -1.330
C 7.726 3.866 -0.427
C 8.896 4.767 -0.612
N 10.170 4.382 0.243
C 11.451 5.189 -0.151
C 12.451 4.169 -0.675
C 12.078 2.830 -0.128
C 10.599 2.943 -0.126
C 9.925 4.476 1.735
C 9.433 5.829 2.233
C 9.547 5.989 3.815
H 5.507 2.433 -1.320
H 4.536 3.691 -1.981
H 4.809 3.746 -0.229
H 6.322 5.362 -1.254
H 6.814 4.191 -2.376
H 7.917 2.922 -0.937
H 7.498 3.722 0.630
H 8.546 5.766 -0.354
H 9.069 4.908 -1.679
H 11.863 5.779 0.668
H 11.178 5.818 -0.998
H 13.500 4.417 -0.515
H 12.301 4.112 -1.754
H 12.347 2.714 0.921
H 12.610 2.118 -0.759
H 10.153 2.216 0.551
H 10.165 2.793 -1.114
H 10.843 4.132 2.211
H 9.164 3.709 1.882
H 8.367 5.835 2.009
H 9.829 6.668 1.661
H 8.880 6.788 4.138
H 10.549 6.146 4.212
H 9.202 5.031 4.204
C -2.462 -1.285 9.492
C -2.564 0.276 9.477
C -1.562 0.857 8.537
C -2.035 0.895 7.115
N -0.942 0.964 6.013
C -0.084 -0.369 6.106
C 0.071 -0.790 4.625
C -1.281 -0.444 4.020
C -1.607 0.966 4.592
C -0.080 2.222 6.198
C 1.103 2.308 5.255
C 1.920 3.529 5.512
H -2.508 -1.786 8.525
H -3.265 -1.745 10.067
H -1.522 -1.575 9.962
H -2.357 0.453 10.533
H -3.545 0.680 9.227
H -0.638 0.278 8.561
H -1.312 1.871 8.851
H -2.574 1.832 6.975
H -2.673 0.052 6.853
H 0.882 -0.225 6.591
H -0.578 -1.183 6.638
H 0.894 -0.250 4.157
H 0.319 -1.851 4.588
H -1.161 -0.390 2.938
H -2.148 -1.071 4.229
H -1.260 1.752 3.920
H -2.691 1.051 4.677
H 0.403 2.246 7.175
H -0.718 3.098 6.088
H 0.820 2.245 4.204
H 1.663 1.376 5.326
H 2.467 3.342 6.436
H 1.332 4.430 5.689
H 2.639 3.827 4.750
P -2.161 -7.472 1.071
F -3.309 -8.573 1.143
F -0.993 -8.628 0.963
F -2.262 -7.435 -0.528
F -0.992 -6.307 0.966
F -3.316 -6.320 1.185
F -1.973 -7.434 2.693
P -0.491 -3.509 -7.496
F -0.268 -2.265 -8.526
F -1.121 -4.359 -8.760
F 0.984 -4.067 -7.942
F -0.668 -4.719 -6.492
F 0.321 -2.645 -6.289
F -1.979 -3.068 -6.989
P -3.602 6.924 -5.832
F -4.528 6.035 -4.881
F -2.483 6.829 -4.630
F -2.876 5.620 -6.454
F -2.706 8.030 -6.657
F -4.656 6.999 -7.049
F -4.252 8.269 -5.084
P -7.735 0.731 -5.273
F -7.787 -0.710 -4.673
F -8.224 0.271 -6.731
F -9.281 1.026 -4.805
F -7.577 2.343 -5.806
F -7.129 1.303 -3.855
F -6.242 0.425 -5.818

---

13
Properties=species:S:1:pos:R:3 method="wB97M-V/def2-TZVPD" largest_force_ev_per_a=9.55 e_lumo_ev=0.5 smiles=C#CCN1CC1 e_tot_ha=-249.25300
C 1.142 1.964 -1.432
C 0.877 1.020 -0.465
C 1.165 -0.376 0.088
N 0.002 -1.183 0.600
C -1.030 -0.349 1.185
C -1.248 -0.853 -0.068
H 0.664 2.749 -2.264
H 1.782 -0.925 -0.611
H 2.003 -0.136 0.819
H -1.670 -0.592 2.023
H -0.799 0.726 1.220
H -1.781 -1.834 -0.117
H -1.108 -0.209 -0.978

---

73
Properties=species:S:1:pos:R:3 method="wB97M-V/def2-TZVPD" largest_force_ev_per_a=0.39 e_lumo_ev="-7.2 / -7.2" e_tot_ha=-9374.60215 total_charge=+2
Ir -1.025 -0.853 -1.122
N 0.462 0.318 -4.924
C -0.945 0.675 -4.476
C -1.707 1.268 -5.657
P -1.676 -0.918 -3.888
O -2.593 -0.420 -2.627
O -2.321 -1.664 -4.950
O -0.532 -1.476 -3.003
P -0.810 1.926 -3.120
O 0.316 2.874 -3.759
O -2.088 2.558 -2.820
O -0.024 1.203 -1.967
H 0.444 -0.131 -5.845
H 0.888 -0.330 -4.248
H 1.031 1.169 -4.988
H -1.901 0.501 -6.407
H -1.156 2.096 -6.108
H -2.664 1.658 -5.313
H -3.537 -0.219 -2.701
H 0.009 3.771 -3.958
Se -2.214 -2.886 -0.663
P -0.904 -3.224 1.065
Se -0.006 -1.168 0.937
C 0.362 -4.460 0.829
C 0.115 -5.743 1.325
C 1.039 -6.750 1.097
C 2.200 -6.477 0.389
C 2.443 -5.200 -0.104
C 1.524 -4.189 0.108
C -1.750 -3.522 2.600
C -0.978 -3.675 3.756
C -1.610 -3.905 4.964
C -2.997 -3.997 5.016
C -3.760 -3.851 3.866
C -3.140 -3.601 2.651
H -0.785 -5.956 1.888
H 0.853 -7.745 1.478
H 2.923 -7.264 0.220
H 3.353 -4.995 -0.651
H 1.712 -3.197 -0.283
H 0.104 -3.628 3.711
H -1.024 -4.021 5.865
H -3.485 -4.187 5.962
H -4.837 -3.927 3.914
H -3.734 -3.468 1.757
C 1.672 2.263 2.751
C 3.012 1.754 2.238
C 3.288 2.090 0.776
C 2.311 1.447 -0.218
Ge 0.560 2.275 -0.385
C 0.554 4.144 -0.926
C 0.686 5.112 0.260
C -0.495 5.069 1.221
C -0.357 6.091 2.341
H 1.611 2.195 3.837
H 0.829 1.685 2.360
H 1.520 3.314 2.490
H 3.077 0.671 2.377
H 3.813 2.184 2.842
H 4.293 1.751 0.520
H 3.298 3.177 0.644
H 2.202 0.378 -0.011
H 2.714 1.531 -1.232
H -0.592 1.839 0.518
H -0.381 4.348 -1.454
H 1.382 4.275 -1.626
H 0.779 6.124 -0.143
H 1.617 4.926 0.804
H -0.597 4.067 1.655
H -1.418 5.251 0.661
H 0.579 5.952 2.886
H -1.174 6.010 3.056
H -0.360 7.107 1.945